Density functional theory data (wB97M-V/def2-TZVPD) for C18H15ClFNO3S in the gas phase.

Results
Molecular weight: 379.840 g/mol
Energy above the lowest of the compared OMol25 structures with the same formula, charge and spin: 0.0 kcal per mole
E_HOMO: -8.17 eV
Frontier orbital gap: 8.32 eV
F_max: 0.80 eV/A

Each line ends with the natural charge from an NBO analysis.
Cartesian coordinates (Å):
1 O -0.7414 2.4823 -0.9007  -0.57
2 C -0.0077 2.1902 -1.8100  0.80
3 O 0.4929 0.9538 -1.9941  -0.48
4 C 0.3040 0.0326 -0.9826  0.26
5 C -0.4874 -1.0822 -1.2118  -0.24
6 C -0.6765 -2.0173 -0.2132  -0.14
7 C -0.0671 -1.8502 1.0296  -0.12
8 C -0.1977 -2.8801 2.0767  0.13
9 S 1.1890 -3.5727 2.6435  -0.16
10 N -1.4244 -3.2589 2.4651  -0.40
11 C -1.6240 -4.2996 3.4509  -0.27
12 C -2.0903 -3.6698 4.7672  -0.08
13 O -3.2640 -2.9123 4.5715  -0.52
14 C -3.0563 -1.8906 3.6296  -0.08
15 C -2.6163 -2.4609 2.2703  -0.25
16 C 0.7539 -0.7495 1.2481  -0.19
17 C 0.9320 0.1938 0.2528  -0.06
18 Cl 1.9452 1.5597 0.5255  0.04
19 C 0.4114 3.1406 -2.8686  -0.26
20 C -0.1725 4.4082 -2.8594  -0.12
21 C 0.1704 5.3575 -3.8004  -0.24
22 C 1.1138 5.0576 -4.7720  -0.16
23 C 1.7108 3.8103 -4.7993  -0.29
24 C 1.3580 2.8624 -3.8537  0.45
25 F 1.9642 1.6681 -3.9153  -0.30
26 H -0.9494 -1.2014 -2.1792  0.23
27 H -1.2848 -2.8890 -0.4007  0.21
28 H -0.6867 -4.8382 3.5932  0.26
29 H -2.3950 -4.9817 3.0789  0.20
30 H -2.3391 -4.4402 5.4974  0.20
31 H -1.2889 -3.0313 5.1674  0.17
32 H -4.0057 -1.3624 3.5313  0.20
33 H -2.2855 -1.1913 3.9898  0.17
34 H -2.4257 -1.6461 1.5733  0.23
35 H -3.4092 -3.1054 1.8761  0.20
36 H 1.2569 -0.6348 2.1956  0.25
37 H -0.8996 4.6180 -2.0897  0.24
38 H -0.2933 6.3313 -3.7782  0.22
39 H 1.3877 5.7964 -5.5096  0.22
40 H 2.4500 3.5561 -5.5427  0.23

Forces on the atoms, in the same order (eV/Å):
O 0.21 -0.14 -0.29
C -0.57 0.44 0.35
O 0.19 -0.48 -0.02
C -0.15 -0.07 0.45
C 0.16 0.28 -0.11
C 0.12 0.06 0.22
C -0.10 0.36 -0.46
C 0.21 -0.55 0.31
S 0.41 -0.06 0.12
N 0.17 0.22 -0.25
C -0.06 -0.26 0.52
C 0.23 -0.24 -0.18
O -0.19 -0.01 0.10
C 0.00 0.08 -0.38
C -0.47 0.39 0.24
C -0.12 0.02 -0.07
C -0.16 -0.11 -0.27
Cl 0.13 0.03 0.08
C 0.17 -0.07 -0.12
C 0.07 -0.11 -0.03
C -0.07 0.06 0.04
C 0.00 -0.12 0.06
C 0.03 -0.11 0.01
C -0.06 0.12 0.00
F 0.01 0.20 -0.10
H -0.04 0.01 -0.11
H -0.08 -0.08 -0.01
H -0.17 0.04 -0.04
H 0.02 0.03 0.01
H 0.09 0.02 -0.04
H -0.04 -0.06 -0.01
H 0.09 0.03 -0.04
H -0.06 -0.02 -0.03
H -0.07 -0.10 0.06
H 0.02 0.09 -0.02
H 0.05 0.01 0.05
H -0.04 0.01 0.05
H -0.05 0.08 0.01
H 0.03 0.06 -0.07
H 0.07 -0.05 -0.05

Density functional theory data (wB97M-V/def2-TZVPD) for C12H22O2 in the gas phase.

Results
Molecular weight: 198.306 g/mol
Energy above the lowest of the compared OMol25 structures with the same formula, charge and spin: 23.7 kcal per mole
E_HOMO: -8.91 eV
Frontier orbital gap: 9.80 eV
F_max: 0.54 eV/A

Each line ends with the natural charge from an NBO analysis.
Cartesian coordinates (Å):
1 C -5.8288 1.2938 0.2150  -0.71
2 C -4.6336 0.4863 -0.2214  0.80
3 O -4.6855 -0.5932 -0.7490  -0.61
4 O -3.4967 1.1299 0.0596  -0.51
5 C -2.2724 0.4649 -0.2605  -0.08
6 C -1.8827 -0.5110 0.8474  -0.42
7 C -0.5419 -1.2228 0.6191  -0.21
8 C -0.5728 -2.0699 -0.6524  -0.61
9 C 0.6269 -0.2312 0.6113  -0.38
10 C 1.9916 -0.9122 0.7785  -0.43
11 C 3.0861 0.1107 0.8426  -0.20
12 C 3.8034 0.5802 -0.1707  0.03
13 C 3.6601 0.1449 -1.5988  -0.65
14 C 4.8610 1.6249 0.0401  -0.63
15 H -5.5772 2.3489 0.2495  0.23
16 H -6.1210 0.9671 1.2113  0.24
17 H -6.6579 1.1142 -0.4629  0.24
18 H -1.5371 1.2635 -0.3667  0.19
19 H -2.4004 -0.0636 -1.2093  0.20
20 H -2.6731 -1.2610 0.9274  0.22
21 H -1.8450 0.0392 1.7910  0.20
22 H -0.4038 -1.8978 1.4725  0.20
23 H -0.5176 -1.4423 -1.5385  0.20
24 H 0.2655 -2.7615 -0.6727  0.21
25 H -1.4906 -2.6511 -0.6982  0.22
26 H 0.6313 0.3310 -0.3242  0.20
27 H 0.4967 0.4828 1.4281  0.20
28 H 2.1601 -1.6053 -0.0449  0.20
29 H 1.9886 -1.4902 1.7057  0.21
30 H 3.2635 0.5185 1.8299  0.19
31 H 4.6018 -0.2697 -1.9586  0.22
32 H 3.4208 1.0055 -2.2234  0.22
33 H 2.8807 -0.5983 -1.7281  0.21
34 H 5.8304 1.2523 -0.2904  0.21
35 H 4.9357 1.9066 1.0870  0.21
36 H 4.6340 2.5159 -0.5451  0.21

Forces on the atoms, in the same order (eV/Å):
C 0.13 -0.07 -0.10
C -0.36 0.05 -0.04
O 0.04 -0.12 -0.04
O 0.07 0.34 0.19
C 0.29 -0.45 -0.03
C -0.04 0.07 -0.13
C -0.13 0.22 -0.04
C 0.06 0.00 0.28
C -0.03 -0.47 0.19
C -0.09 0.29 -0.16
C -0.05 -0.19 0.05
C 0.19 0.12 -0.03
C -0.10 -0.07 0.19
C -0.14 -0.06 0.08
H -0.05 0.06 0.04
H -0.02 -0.01 0.07
H -0.01 -0.03 -0.02
H -0.08 -0.06 -0.04
H 0.08 0.13 0.07
H -0.02 0.03 0.03
H -0.02 0.01 0.03
H 0.01 0.04 -0.02
H 0.00 0.05 -0.16
H 0.08 -0.08 -0.09
H -0.10 -0.10 -0.07
H 0.01 0.12 -0.04
H -0.01 0.12 0.00
H 0.00 -0.10 0.02
H -0.02 -0.08 -0.03
H 0.11 0.13 0.11
H 0.06 -0.03 -0.09
H 0.00 0.05 -0.10
H -0.07 -0.09 -0.09
H 0.12 0.02 -0.04
H 0.04 0.05 0.08
H 0.05 0.11 -0.06